A:
Density functional theory data (ωB97M-V/def2-TZVPD) for C6H10O6 in the gas phase.

The value obtained for the molecular weight is 178.1 u. Its SMILES is O=C1O[C@H]([C@@H](O)CO)[C@@H](O)[C@H]1O.

```
22
C6H10O6 (ωB97M-V/def2-TZVPD)
O 2.020 2.623 -0.709
C 1.385 1.630 -0.504
O 0.501 1.103 -1.346
C -0.016 -0.145 -0.860
H 0.043 -0.860 -1.688
C -1.487 0.064 -0.465
O -2.238 0.439 -1.589
H -1.744 1.107 -2.083
C -2.124 -1.210 0.117
O -1.889 -1.356 1.492
H -2.412 -0.707 1.976
H -1.696 -2.092 -0.363
H -3.195 -1.173 -0.111
H -1.527 0.863 0.300
C 0.917 -0.581 0.284
O 1.917 -1.410 -0.237
H 2.714 -1.269 0.296
C 1.497 0.763 0.755
O 2.819 0.653 1.200
H 3.295 1.448 0.918
H 0.861 1.208 1.539
H 0.362 -1.097 1.077
```

***

B:
Density functional theory data (ωB97M-V/def2-TZVPD) for C6H10O6 in the gas phase.

The value obtained for the molecular weight is 178.1 u.

```
22
C6H10O6 (ωB97M-V/def2-TZVPD)
C -0.295 -1.402 0.046
C 0.874 -1.792 -0.450
C -0.679 -0.029 0.484
C 0.188 0.993 -0.251
C 2.120 0.137 0.165
C -2.172 0.127 0.087
O 2.061 -1.093 -0.492
O -0.495 0.046 1.859
O 0.104 1.259 -1.614
O 0.290 2.213 0.419
O 3.128 0.917 -0.246
O 2.102 -0.009 1.516
H -0.971 -2.139 0.131
H 1.251 -2.816 -0.828
H -2.210 0.132 -0.911
H -2.434 1.161 0.537
H -2.778 -0.553 0.685
H 0.319 0.400 2.253
H 0.382 0.447 -1.978
H -0.240 2.822 -0.141
H 2.927 1.678 -0.851
H 2.929 0.201 1.918
```

***

In order of decreasing stability: A, B.

***

A:
Density functional theory data (ωB97M-V/def2-TZVPD) for 8 unconnected molecules or ions with the total composition H16O8.

The value obtained for the molecular weight is 144.1 u. Its SMILES is O.O.O.O.O.O.O.O.

```
24
H16O8 (ωB97M-V/def2-TZVPD)
O -0.417 0.309 -0.099
H -1.129 -0.345 -0.132
H -0.052 0.227 0.780
O 1.766 1.035 -1.778
H 1.691 2.029 -1.750
H 1.064 0.743 -1.206
O 2.375 -1.307 0.557
H 1.918 -1.709 -0.205
H 3.304 -1.565 0.415
O -1.631 2.812 -0.669
H -1.016 3.517 -0.624
H -1.200 1.964 -0.674
O 0.309 0.488 2.487
H 0.188 -0.155 3.164
H 0.860 1.211 2.859
O -2.500 -1.673 -0.187
H -2.262 -2.607 0.001
H -3.343 -1.466 0.221
O 3.159 1.290 1.541
H 4.042 0.963 1.437
H 2.558 0.620 1.195
O -3.075 -2.412 -2.695
H -3.846 -1.821 -2.846
H -2.770 -2.155 -1.782
```

***

B:
Density functional theory data (ωB97M-V/def2-TZVPD) for 8 unconnected molecules or ions with the total composition H16O8.

The value obtained for the molecular weight is 144.1 u. Its SMILES is O.O.O.O.O.O.O.O.

```
24
H16O8 (ωB97M-V/def2-TZVPD)
H 1.374 -0.755 1.031
H 0.506 0.490 1.106
H -3.524 -1.175 0.742
H -4.925 -0.770 1.168
H 2.786 -0.904 -0.896
H 3.271 -0.882 -2.336
H -3.991 2.392 -1.080
H -3.339 2.704 0.257
H -1.549 -2.057 -1.756
H -1.382 -3.540 -1.471
H 1.235 1.816 4.741
H 2.235 2.748 4.078
H 0.856 3.840 -3.225
H 1.706 2.590 -3.381
H 2.713 -2.418 0.143
H 1.282 -2.888 0.344
O 1.038 -0.030 0.493
O -4.403 -1.536 0.905
O 3.505 -1.208 -1.460
O -3.407 2.014 -0.412
O -1.170 -2.669 -1.117
O 1.885 1.851 4.031
O 1.203 3.090 -2.729
O 2.095 -2.703 0.826
```

***

In order of decreasing stability: A, B.

***

A:
Density functional theory data (ωB97M-V/def2-TZVPD) for 8 unconnected molecules or ions with the total composition H16O8.

The value obtained for the molecular weight is 144.1 u. Its SMILES is O.O.O.O.O.O.O.O.

```
24
H16O8 (ωB97M-V/def2-TZVPD)
H -1.733 -0.116 -0.342
H -1.185 -1.423 -0.891
H -3.835 -0.968 0.369
H -3.953 -0.327 1.742
H -1.618 1.667 1.511
H -2.158 0.572 2.416
H -1.208 4.429 -0.665
H -0.948 3.055 -1.262
H 4.236 -0.601 -1.611
H 2.857 -1.145 -1.273
H 1.192 -4.668 1.846
H 2.110 -3.475 1.638
H 1.147 2.050 0.411
H 1.548 1.248 1.637
H 2.031 0.200 -2.212
H 1.066 -0.349 -3.250
O -1.150 -0.849 -0.118
O -4.108 -1.155 1.274
O -1.405 0.793 1.856
O -0.508 3.886 -1.046
O 3.437 -0.954 -2.019
O 1.178 -3.718 1.684
O 1.896 1.591 0.806
O 1.113 0.254 -2.500
```

***

B:
Density functional theory data (ωB97M-V/def2-TZVPD) for 8 unconnected molecules or ions with the total composition H16O8.

The value obtained for the molecular weight is 144.1 u. Its SMILES is O.O.O.O.O.O.O.O.

```
24
H16O8 (ωB97M-V/def2-TZVPD)
H 1.157 0.730 -0.966
H 0.233 0.481 0.175
H -0.534 -1.799 2.141
H -0.198 -2.453 3.482
H 4.497 3.818 -2.842
H 3.136 4.493 -3.315
H 0.335 -4.381 -3.486
H -0.091 -3.085 -2.770
H -1.022 -1.269 -2.214
H -2.397 -1.931 -1.935
H 3.168 1.309 -0.168
H 2.992 2.872 0.155
H -2.202 2.144 3.709
H -3.115 1.270 2.886
H -2.648 -0.621 2.682
H -3.987 -0.460 2.159
O 1.136 0.848 0.055
O -0.726 -2.593 2.661
O 3.502 3.834 -2.751
O 0.435 -3.871 -2.644
O -1.670 -1.961 -2.522
O 3.335 1.974 0.442
O -2.222 1.232 3.281
O -3.113 -0.581 1.787
```

***

In order of decreasing stability: A, B.

***

A:
Density functional theory data (ωB97M-V/def2-TZVPD) for 8 unconnected molecules or ions with the total composition H16O8.

The value obtained for the molecular weight is 144.1 u. Its SMILES is O.O.O.O.O.O.O.O.

```
24
H16O8 (ωB97M-V/def2-TZVPD)
O -3.590 0.371 -0.506
H -4.505 0.674 -0.492
H -3.237 0.706 -1.337
O -0.196 0.151 0.043
H 0.519 -0.496 0.085
H -0.988 -0.341 0.293
O 2.230 1.166 2.531
H 2.490 1.309 3.446
H 1.725 0.348 2.549
O 1.946 2.717 -0.444
H 1.088 2.345 -0.681
H 2.576 2.033 -0.679
O 2.512 -1.111 0.033
H 2.555 -1.138 0.995
H 3.400 -0.858 -0.241
O -0.579 1.876 -2.230
H -1.084 2.611 -1.867
H -0.913 1.096 -1.769
O -3.932 -1.014 1.868
H -3.793 -1.950 1.701
H -3.821 -0.587 1.002
O 1.661 -3.195 -1.749
H 1.859 -4.091 -1.462
H 2.078 -2.622 -1.087
```

***

B:
Density functional theory data (ωB97M-V/def2-TZVPD) for 8 unconnected molecules or ions with the total composition H16O8.

The value obtained for the molecular weight is 144.1 u. Its SMILES is O.O.O.O.O.O.O.O.

```
24
H16O8 (ωB97M-V/def2-TZVPD)
O -0.357 0.635 0.472
H -0.926 0.608 -0.352
H 0.138 -0.204 0.547
O -1.712 -0.890 2.691
H -1.235 -0.449 1.942
H -1.480 -1.751 2.477
O 1.361 -1.530 -0.136
H 1.375 -2.214 0.686
H 0.990 -2.128 -0.774
O 1.798 2.308 -0.517
H 1.615 1.480 -0.033
H 2.634 2.159 -0.935
O 0.227 2.450 2.826
H -0.082 2.301 1.943
H -0.607 2.779 3.193
O -1.244 0.484 -2.604
H -0.825 0.411 -3.466
H -1.785 -0.188 -2.514
O 3.786 -1.034 -0.469
H 2.804 -1.160 -0.344
H 3.599 -0.190 -0.982
O -2.952 -1.358 -1.137
H -3.365 -0.609 -1.263
H -3.746 -1.912 -1.242
```

***

C:
Density functional theory data (ωB97M-V/def2-TZVPD) for 8 unconnected molecules or ions with the total composition H16O8.

The value obtained for the molecular weight is 144.1 u. Its SMILES is O.O.O.O.O.O.O.O.

```
24
H16O8 (ωB97M-V/def2-TZVPD)
O 0.327 1.491 2.314
H 0.028 1.091 3.136
H 1.096 2.014 2.562
O -0.054 -3.547 -1.339
H 0.551 -2.951 -1.792
H -0.059 -3.256 -0.415
O 1.863 3.322 -0.169
H 2.246 3.597 0.669
H 2.583 3.407 -0.803
O 1.041 -0.743 -3.479
H 0.482 -0.196 -4.036
H 0.773 -0.530 -2.572
O 0.512 -0.234 -0.720
H 0.832 0.561 -0.284
H -0.365 -0.377 -0.341
O -0.949 -3.370 1.403
H -0.397 -3.262 2.182
H -1.386 -2.510 1.262
O -2.033 -0.862 0.759
H -2.446 -0.436 1.517
H -2.705 -0.843 0.066
O -1.017 2.560 -0.104
H -0.223 2.875 -0.552
H -0.699 2.200 0.735
```

***

D:
Density functional theory data (ωB97M-V/def2-TZVPD) for 8 unconnected molecules or ions with the total composition H16O8.

The value obtained for the molecular weight is 144.1 u. Its SMILES is O.O.O.O.O.O.O.O.

```
24
H16O8 (ωB97M-V/def2-TZVPD)
O -13.325 7.068 -28.731
H -14.165 7.095 -28.443
H -13.138 6.195 -29.093
O -12.906 4.115 -29.968
H -12.422 3.313 -30.248
H -13.483 3.761 -29.299
O -15.541 4.221 -27.190
H -16.350 4.110 -26.698
H -15.505 3.282 -27.484
O -10.415 3.096 -28.542
H -10.385 3.900 -28.054
H -11.262 2.890 -28.188
O -15.097 1.557 -27.521
H -14.412 1.437 -28.165
H -15.715 0.794 -27.594
O -12.649 1.048 -28.752
H -11.909 0.890 -28.093
H -13.045 0.164 -28.724
O -10.596 6.031 -30.447
H -11.475 5.706 -30.310
H -10.594 6.928 -30.132
O -10.619 0.421 -30.482
H -11.471 0.677 -30.008
H -10.457 -0.476 -30.254
```

***

In order of decreasing stability: C, A, D, B.

***

A:
Density functional theory data (ωB97M-V/def2-TZVPD) for 8 unconnected molecules or ions with the total composition H16O8.

The value obtained for the molecular weight is 144.1 u. Its SMILES is O.O.O.O.O.O.O.O.

```
24
H16O8 (ωB97M-V/def2-TZVPD)
O 19.141 -19.389 1.267
H 19.569 -20.224 1.078
H 19.664 -18.739 0.797
O 21.933 -19.688 5.450
H 21.804 -18.754 5.615
H 22.650 -19.938 6.033
O 23.088 -22.477 3.123
H 23.382 -21.778 2.539
H 22.716 -22.019 3.877
O 13.986 -24.913 7.086
H 13.372 -24.262 7.426
H 14.217 -24.592 6.214
O 16.368 -19.567 5.901
H 15.423 -19.665 5.784
H 16.752 -20.071 5.184
O 17.910 -27.273 4.416
H 18.006 -27.980 5.055
H 18.031 -27.699 3.567
O 18.241 -23.394 4.633
H 18.276 -24.313 4.899
H 19.150 -23.166 4.439
O 14.265 -23.032 3.075
H 14.257 -22.206 2.592
H 15.192 -23.205 3.241
```

***

B:
Density functional theory data (ωB97M-V/def2-TZVPD) for a molecular structure, H16O8.

The value obtained for the molecular weight is 144.1 u.

```
24
H16O8 (ωB97M-V/def2-TZVPD)
O -28.885 9.477 -26.035
H -27.936 9.352 -26.012
H -29.155 9.435 -25.118
O -27.880 12.961 -26.829
H -27.237 12.350 -26.468
H -27.394 13.776 -26.951
O -25.879 13.609 -25.538
H -25.813 12.656 -25.603
H -25.394 13.935 -26.296
O -26.352 11.515 -26.131
H -25.710 11.230 -26.781
H -26.472 10.754 -25.563
O -25.982 12.688 -29.223
H -25.810 12.533 -28.295
H -25.961 13.641 -29.315
O -24.601 11.292 -27.808
H -24.193 12.116 -28.074
H -23.921 10.632 -27.941
O -26.886 9.784 -24.707
H -27.416 9.291 -24.081
H -26.018 9.825 -24.305
O -25.746 9.719 -28.934
H -26.035 8.993 -28.381
H -25.300 10.316 -28.332
```

***

In order of decreasing stability: A, B.